Molecular formula: C22H43Cl3O5OsSi
Method: DFT, ωB97M-V/def2-TZVPD

Geometry (Å):
C  -2.20  -1.03  -3.37
C  -1.41  -0.03  -4.02
C  -1.74  1.23  -3.45
C  -0.56  -0.24  -5.22
C  -2.64  1.02  -2.35
C  -2.96  -0.40  -2.30
C  -4.11  -0.97  -1.56
C  -2.42  -2.40  -3.92
C  -1.35  2.53  -4.06
C  -3.45  2.07  -1.67
Os  -0.88  -0.18  -1.72
Cl  1.19  -0.89  -2.58
Cl  -1.06  -2.44  -1.13
Cl  0.23  1.96  -1.43
H  -0.14  -1.24  -5.25
H  0.26  0.48  -5.24
H  -1.17  -0.09  -6.13
H  -0.27  2.57  -4.24
H  -1.63  3.36  -3.42
H  -1.85  2.66  -5.03
H  -2.80  2.90  -1.36
H  -3.96  1.65  -0.80
H  -4.22  2.46  -2.36
H  -4.36  -0.33  -0.71
H  -3.88  -1.97  -1.17
H  -5.00  -1.03  -2.22
H  -1.46  -2.90  -4.09
H  -2.95  -2.33  -4.87
H  -3.02  -3.00  -3.23
O  -2.99  -2.98  1.14
H  -3.81  -3.38  1.54
C  -1.02  1.09  3.59
C  0.01  2.08  3.06
C  -0.68  3.31  2.50
C  0.95  2.51  4.19
O  0.79  1.46  2.03
Si  0.64  0.05  1.17
O  -0.73  0.01  0.33
O  2.08  -0.08  0.41
C  3.32  0.65  0.25
C  3.40  1.31  -1.12
C  3.48  1.73  1.30
C  4.46  -0.35  0.38
O  0.69  -1.13  2.34
C  1.12  -2.50  2.43
C  1.60  -3.04  1.10
C  2.29  -2.58  3.41
C  -0.02  -3.36  2.96
H  -1.63  1.60  4.34
H  -0.53  0.23  4.05
H  -1.66  0.73  2.78
H  -1.23  3.81  3.30
H  0.06  4.02  2.10
H  -1.36  3.04  1.70
H  1.42  1.63  4.66
H  1.73  3.19  3.82
H  0.37  3.04  4.96
H  2.57  2.01  -1.26
H  4.35  1.85  -1.20
H  3.34  0.56  -1.92
H  3.42  1.30  2.31
H  4.47  2.18  1.17
H  2.72  2.51  1.20
H  4.41  -0.82  1.37
H  4.36  -1.11  -0.40
H  5.43  0.14  0.27
H  2.44  -2.46  0.71
H  1.91  -4.09  1.24
H  0.80  -3.00  0.36
H  2.00  -2.15  4.38
H  2.59  -3.62  3.57
H  3.15  -2.02  3.02
H  -0.33  -3.00  3.95
H  -0.89  -3.36  2.29
H  0.33  -4.39  3.09

Properties
HOMO energy (alpha / beta), eV: 0.1 / -0.1
Electronic energy, hartree: -3001.15386
Total charge: -2
Multiplicity: 5